The following is a DFT calculation (the ωB97M-V functional and the def2-TZVPD basis) of C24H46N2PPdS5SbSi3 as an isolated structure.

The geometry in XYZ format:
```
83
Properties=species:S:1:pos:R:3:forces:R:3:lowdin_charge:R:1
Pd -0.1264 0.1399 -0.2886 -0.3 -0.5 0.8 0.11
S 2.7701 2.3513 6.0623 0.0 0.0 -0.1 0.51
C 2.1081 1.9025 4.6294 -0.1 -0.1 0.1 -1.53
S 0.8041 2.7188 3.8517 -0.2 0.2 0.0 0.89
C 0.6211 1.6710 2.4604 -0.5 0.6 0.0 -1.18
C 1.4686 0.6513 2.4172 0.6 -0.8 -0.1 -1.09
S 1.5567 -0.5602 1.1337 -0.2 0.3 -0.1 0.49
S 2.6135 0.5108 3.7375 0.1 -0.2 -0.1 0.88
S -0.5927 2.0498 1.2695 -0.1 -0.1 0.0 0.49
N -5.9325 3.6643 -3.3092 -0.1 0.1 -0.1 0.18
C -5.0369 3.0684 -2.9125 0.5 -0.3 0.3 -0.15
C -3.9056 2.3001 -2.4132 -0.7 0.5 -0.3 -0.20
C -4.0188 1.5622 -1.2514 0.0 -0.3 0.4 0.02
C -2.9231 0.8328 -0.8250 -0.3 0.1 -0.2 -0.15
N -1.7667 0.8078 -1.4996 0.2 0.2 0.7 -0.06
C -1.6642 1.5421 -2.6002 -0.1 0.0 -0.3 -0.15
C -2.7105 2.2970 -3.1001 0.3 0.0 -0.3 0.01
H -4.9350 1.5586 -0.6794 0.0 0.0 0.0 0.13
H -2.9537 0.2617 0.0841 0.0 -0.1 0.2 0.07
H -0.7129 1.5152 -3.1027 0.1 0.1 0.0 0.04
H -2.5859 2.8764 -4.0036 0.0 0.0 0.0 0.13
C 2.4412 -1.6686 -4.4509 0.1 -0.3 0.0 -0.22
Si 1.8309 0.0851 -4.3345 0.3 0.3 0.2 0.29
C 0.1585 0.1707 -5.1525 -0.4 0.0 -0.1 -0.23
C 2.9848 1.1820 -5.3105 0.1 0.1 -0.3 -0.22
Sb 1.8394 0.7454 -1.8408 0.5 0.3 -0.8 0.90
Si 4.2351 0.0574 -1.2379 -0.3 0.0 -0.2 0.27
C 4.7695 0.9179 0.3022 0.1 0.2 0.4 -0.22
C 5.3969 0.5258 -2.6121 0.3 0.1 -0.3 -0.22
C 4.2516 -1.7823 -1.0434 0.0 -0.4 0.1 -0.23
Si 2.0190 3.3156 -1.7477 0.0 -0.3 -0.3 0.30
C 2.6765 3.7495 -0.0863 0.1 0.1 0.5 -0.21
C 0.3246 4.0226 -1.9810 -0.3 0.2 -0.1 -0.23
C 3.1489 3.9763 -3.0740 0.2 0.2 -0.3 -0.22
H 2.5512 -1.9415 -5.5098 0.0 0.0 0.2 0.04
H 1.7475 -2.3771 -3.9841 0.1 0.1 -0.1 0.02
H 3.4187 -1.7796 -3.9690 -0.1 0.0 -0.1 0.01
H 0.2369 -0.3394 -6.1215 0.0 0.1 0.1 0.04
H -0.1428 1.2080 -5.3446 0.0 -0.2 0.0 0.03
H -0.6325 -0.3236 -4.5782 0.1 0.0 -0.1 0.02
H 3.0448 0.8199 -6.3497 0.0 0.1 0.2 0.04
H 3.9965 1.1782 -4.8911 -0.2 0.0 -0.1 0.01
H 2.6296 2.2189 -5.3321 0.1 -0.2 0.0 0.02
H 5.2036 1.8939 0.0695 0.0 -0.1 0.1 0.03
H 5.5379 0.3106 0.7964 -0.1 0.1 0.0 0.05
H 3.9451 1.0603 1.0054 0.1 0.0 0.0 -0.01
H 5.2263 1.5486 -2.9646 0.1 -0.2 0.0 0.01
H 5.3167 -0.1562 -3.4688 0.0 0.2 0.1 0.03
H 6.4260 0.4702 -2.2278 -0.2 0.0 -0.1 0.04
H 3.6587 -2.0707 -0.1723 0.1 0.0 0.0 0.00
H 5.2819 -2.1312 -0.8957 -0.1 0.0 0.0 0.04
H 3.8435 -2.2852 -1.9249 0.1 0.0 0.1 0.01
H 2.1538 3.1926 0.7000 0.1 0.1 0.0 0.01
H 2.5102 4.8206 0.0856 0.1 -0.1 0.0 0.05
H 3.7478 3.5486 -0.0117 -0.1 0.1 0.0 0.02
H -0.3774 3.5246 -1.3085 0.0 0.1 0.0 -0.01
H -0.0161 3.9242 -3.0187 0.0 0.0 0.1 0.03
H 0.3328 5.0906 -1.7242 0.0 -0.1 -0.1 0.05
H 3.9989 3.3138 -3.2637 -0.1 0.2 0.0 0.00
H 3.5441 4.9507 -2.7526 -0.1 -0.2 -0.1 0.04
H 2.6130 4.1232 -4.0200 0.1 0.0 0.2 0.03
C -0.7218 -4.1848 -2.3939 0.0 0.0 0.0 -0.14
C -0.3572 -2.7711 -1.9299 -0.2 -0.3 0.0 -0.43
P -1.0422 -2.1784 -0.3277 0.1 0.0 -0.1 0.88
C -2.8174 -2.6412 -0.5074 -0.1 0.2 0.2 -0.40
C -3.6661 -2.4008 0.7520 0.0 0.0 -0.1 -0.15
C -0.3761 -3.4301 0.8348 -0.1 0.2 0.3 -0.41
C -0.5007 -3.0477 2.3176 -0.1 0.0 0.0 -0.16
H -0.1407 -4.4647 -3.2773 0.0 0.0 0.1 0.07
H -1.7768 -4.2616 -2.6638 0.1 0.0 0.0 0.06
H -0.5169 -4.9306 -1.6223 0.0 0.1 0.0 0.07
H -0.6518 -2.0280 -2.6723 0.0 0.1 -0.1 0.05
H 0.7213 -2.6658 -1.8152 0.2 0.0 0.0 0.05
H -2.8741 -3.6899 -0.8004 0.0 0.0 0.0 0.07
H -3.2071 -2.0565 -1.3451 0.0 0.0 0.0 0.07
H -3.5577 -3.2214 1.4575 0.0 0.0 0.0 0.06
H -4.7270 -2.3264 0.5029 0.1 0.0 0.0 0.07
H -3.3791 -1.4897 1.2814 0.0 0.0 0.0 0.06
H 0.6765 -3.5418 0.5718 0.1 0.0 0.0 0.07
H -0.8659 -4.3869 0.6378 0.1 0.0 0.0 0.08
H -0.2552 -1.9961 2.4802 0.0 -0.1 0.0 0.02
H 0.1852 -3.6436 2.9218 0.0 0.0 0.0 0.07
H -1.5072 -3.2232 2.6943 -0.1 0.0 0.0 0.06
```
Forces are in eV/Å.

Lowest unoccupied orbital energy: -0.03932 Eh
Frontier orbital gap: 0.194 Eh